Record 1
{"formula": "CH6NO2", "method": "ωB97M-V/def2-TZVPD", "total_energy_ev": -6719.7566, "e_homo_ha": -0.1149, "charge": -1, "lumo_energy_ev": 4.76, "multiplicity": 1, "elements": ["N", "C", "O", "H", "H", "H", "H", "H", "H", "O"], "xyz": [[-1.75, -0.16, 0.55], [-0.51, -0.11, -0.31], [0.18, 1.01, -0.21], [-2.45, 0.41, 0.07], [-1.49, 0.36, 1.37], [-0.91, -0.34, -1.32], [0.03, -1.04, -0.03], [1.71, 0.49, -0.18], [2.54, -0.78, 0.16], [2.66, 0.15, -0.10]], "nbo_charge": [-0.91, 0.13, -0.93, 0.32, 0.34, 0.06, 0.06, 0.51, 0.44, -1.03]}

Record 2
{"formula": "C42H29FO24", "method": "ωB97M-V/def2-TZVPD", "smiles": "O=C1C=C(O)C(=O)C=C1O.O=C1C=C(O)C(=O)C=C1O.O=C1C=C(O)C(=O)C=C1O.O=C1C=C(O)C(=O)C=C1O.O=C1C=C(O)C(=O)C=C1O.O=C1C=C(O)C(=O)C=C1O.Fc1ccccc1", "total_energy_ev": -95876.0268, "e_homo_ha": -0.3374, "charge": 0, "lumo_energy_ev": -1.87, "multiplicity": 1, "elements": ["O", "C", "C", "C", "O", "C", "O", "C", "C", "O", "H", "H", "H", "H", "O", "C", "C", "C", "O", "C", "O", "C", "C", "O", "H", "H", "H", "H", "O", "C", "C", "C", "O", "C", "O", "C", "C", "O", "H", "H", "H", "H", "O", "C", "C", "C", "O", "C", "O", "C", "C", "O", "H", "H", "H", "H", "O", "C", "C", "C", "O", "C", "O", "C", "C", "O", "H", "H", "H", "H", "O", "C", "C", "C", "O", "C", "O", "C", "C", "O", "H", "H", "H", "H", "F", "C", "C", "C", "C", "C", "C", "H", "H", "H", "H", "H"], "xyz": [[-3.76, 0.88, 1.53], [-3.62, 1.29, 0.42], [-4.02, 0.58, -0.80], [-3.93, 1.20, -1.98], [-4.38, 0.65, -3.10], [-3.03, 2.42, -2.12], [-2.67, 2.60, -3.24], [-2.53, 3.16, -0.95], [-2.78, 2.62, 0.26], [-2.40, 3.21, 1.41], [-4.38, -0.44, -0.69], [-3.78, 0.99, -3.77], [-1.95, 4.03, -1.26], [-2.50, 2.54, 2.10], [-3.76, -1.77, 4.25], [-4.82, -2.01, 4.72], [-5.38, -1.49, 5.93], [-6.68, -1.58, 6.16], [-7.32, -1.12, 7.25], [-7.57, -2.14, 5.12], [-8.77, -1.86, 5.17], [-7.09, -2.85, 3.94], [-5.73, -2.78, 3.79], [-5.10, -3.39, 2.71], [-4.68, -1.14, 6.66], [-8.31, -1.18, 7.24], [-7.87, -3.03, 3.22], [-4.28, -2.89, 2.63], [3.69, 0.81, 2.12], [4.59, 1.65, 1.93], [4.31, 3.06, 2.16], [5.27, 3.97, 1.97], [5.14, 5.25, 2.32], [6.68, 3.58, 1.57], [7.62, 4.34, 1.38], [6.90, 2.09, 1.44], [5.94, 1.18, 1.67], [6.15, -0.11, 1.69], [3.30, 3.44, 2.36], [5.92, 5.61, 1.98], [7.89, 1.69, 1.12], [5.26, -0.53, 1.68], [3.49, -2.85, -0.61], [2.78, -3.08, 0.27], [1.43, -3.70, 0.19], [0.61, -3.80, 1.25], [-0.64, -4.12, 1.07], [1.15, -3.53, 2.66], [0.49, -3.76, 3.63], [2.46, -2.93, 2.81], [3.18, -2.74, 1.72], [4.41, -2.32, 1.74], [0.93, -3.91, -0.71], [-1.14, -4.13, 1.86], [2.85, -2.70, 3.81], [4.70, -2.37, 0.78], [0.41, 1.44, -3.37], [0.59, 2.64, -3.60], [0.09, 3.28, -4.85], [0.03, 4.65, -4.82], [-0.56, 5.46, -5.66], [0.94, 5.40, -3.84], [1.21, 6.54, -4.17], [1.36, 4.81, -2.60], [1.24, 3.48, -2.56], [1.71, 2.75, -1.53], [-0.30, 2.67, -5.63], [-0.01, 6.29, -5.59], [1.95, 5.35, -1.84], [1.51, 1.81, -1.56], [1.26, 0.48, -0.36], [0.30, -0.18, -0.02], [-0.59, -0.87, -0.90], [-1.67, -1.51, -0.36], [-2.54, -2.13, -1.13], [-2.00, -1.51, 1.16], [-2.96, -2.13, 1.56], [-1.03, -0.94, 2.05], [0.06, -0.30, 1.51], [0.90, 0.28, 2.34], [-0.37, -0.86, -1.99], [-3.27, -2.45, -0.57], [-1.19, -0.93, 3.13], [1.66, 0.71, 1.90], [2.93, -0.20, -3.86], [2.66, -1.37, -4.38], [2.87, -2.47, -3.62], [2.59, -3.75, -4.17], [2.15, -3.79, -5.45], [1.89, -2.71, -6.26], [2.15, -1.44, -5.72], [3.28, -2.26, -2.63], [2.93, -4.64, -3.72], [1.94, -4.78, -5.80], [1.46, -2.88, -7.24], [2.16, -0.51, -6.26]], "lowdin_charge": [0.12, -0.30, 0.06, -0.23, 0.13, -0.32, 0.13, 0.08, -0.20, 0.10, 0.13, 0.12, 0.14, 0.11, 0.14, -0.34, 0.07, -0.23, 0.10, -0.32, 0.08, 0.08, -0.17, 0.07, 0.14, 0.14, 0.13, 0.05, 0.08, -0.27, 0.08, -0.23, 0.14, -0.28, 0.11, 0.09, -0.29, 0.13, 0.15, 0.07, 0.15, 0.09, 0.15, -0.32, 0.09, -0.25, 0.15, -0.33, 0.13, 0.07, -0.25, 0.09, 0.12, 0.11, 0.15, 0.15, 0.08, -0.30, 0.08, -0.25, 0.12, -0.32, 0.09, 0.07, -0.22, 0.09, 0.12, 0.13, 0.15, 0.05, 0.09, -0.29, 0.08, -0.22, 0.12, -0.33, 0.07, 0.07, -0.20, 0.12, 0.15, 0.13, 0.14, 0.09, 0.09, -0.32, 0.00, -0.07, -0.14, -0.07, 0.01, 0.09, 0.10, 0.10, 0.10, 0.11]}

Record 3
{"formula": "C48H48GeN6OTi", "method": "ωB97M-V/def2-TZVPD", "total_energy_ev": -141175.8187, "e_homo_ha": -0.2505, "charge": 0, "lumo_energy_ev": -0.31, "multiplicity": 1, "elements": ["Ti", "C", "C", "C", "N", "C", "C", "C", "C", "C", "C", "C", "N", "C", "C", "C", "N", "C", "C", "C", "C", "C", "C", "C", "N", "C", "C", "H", "H", "H", "H", "H", "H", "H", "H", "H", "H", "H", "H", "H", "H", "H", "H", "H", "H", "H", "H", "H", "H", "H", "H", "H", "H", "O", "C", "C", "C", "C", "C", "C", "C", "N", "C", "C", "N", "H", "H", "H", "H", "H", "H", "H", "C", "Ge", "C", "C", "C", "C", "C", "C", "C", "C", "C", "C", "C", "C", "C", "C", "C", "C", "H", "H", "H", "H", "H", "H", "H", "H", "H", "H", "H", "H", "H", "H", "H"], "xyz": [[0.42, -0.16, 0.58], [-3.06, -2.52, 0.95], [-3.31, -1.06, 0.55], [-2.65, 0.00, 1.46], [-1.52, 0.71, 0.86], [-1.69, 1.93, 0.38], [-2.97, 2.56, 0.25], [-3.33, 3.83, -0.12], [-2.57, 4.90, -0.59], [-1.21, 4.87, -0.81], [-0.29, 3.85, -0.56], [-0.43, 2.59, 0.01], [0.65, 1.81, 0.25], [1.89, 2.46, 0.66], [1.86, 2.64, 2.18], [1.95, 1.30, 2.91], [0.94, 0.32, 2.55], [0.15, -0.23, 3.44], [-0.15, 0.36, 4.69], [-0.90, -0.08, 5.76], [-1.49, -1.31, 5.98], [-1.46, -2.39, 5.12], [-0.98, -2.48, 3.82], [-0.41, -1.53, 2.96], [-0.23, -1.72, 1.66], [-0.47, -3.01, 1.03], [-1.82, -3.17, 0.32], [-3.92, -3.10, 0.61], [-3.04, -2.61, 2.04], [-4.39, -0.89, 0.56], [-2.98, -0.90, -0.48], [-2.30, -0.48, 2.37], [-3.40, 0.72, 1.81], [-3.81, 1.94, 0.51], [-4.40, 4.02, -0.07], [-3.09, 5.81, -0.84], [-0.78, 5.76, -1.25], [0.71, 4.09, -0.88], [2.04, 3.43, 0.18], [2.75, 1.84, 0.38], [0.94, 3.16, 2.46], [2.70, 3.25, 2.50], [1.97, 1.47, 3.99], [2.92, 0.85, 2.65], [0.23, 1.37, 4.79], [-1.01, 0.65, 6.55], [-2.00, -1.45, 6.93], [-1.93, -3.30, 5.49], [-1.15, -3.45, 3.37], [-0.31, -3.81, 1.76], [0.33, -3.14, 0.29], [-1.99, -4.25, 0.22], [-1.74, -2.79, -0.70], [2.09, -0.68, 0.18], [3.42, -0.59, 0.15], [4.02, 0.12, -0.90], [5.39, 0.29, -0.94], [6.18, -0.25, 0.07], [5.59, -0.98, 1.08], [4.21, -1.17, 1.14], [3.62, -1.96, 2.23], [2.53, -2.69, 2.18], [2.40, -3.25, 3.43], [3.42, -2.86, 4.24], [4.20, -2.04, 3.46], [3.38, 0.55, -1.65], [5.84, 0.85, -1.75], [7.26, -0.13, 0.05], [6.22, -1.44, 1.83], [1.58, -3.91, 3.67], [3.66, -3.07, 5.27], [5.01, -1.53, 3.78], [1.43, -2.15, -2.45], [-0.03, -0.87, -2.00], [-1.58, -1.79, -2.91], [-2.87, -1.26, -3.05], [-3.91, -1.99, -3.61], [-3.70, -3.28, -4.05], [-2.44, -3.84, -3.93], [-1.40, -3.10, -3.37], [0.42, 0.66, -3.23], [1.63, 0.65, -3.88], [2.03, 1.70, -4.74], [1.21, 2.76, -4.97], [-0.05, 2.82, -4.33], [-0.94, 3.90, -4.56], [-2.16, 3.95, -3.95], [-2.55, 2.93, -3.06], [-1.70, 1.89, -2.81], [-0.44, 1.78, -3.45], [1.45, -2.36, -3.51], [1.28, -3.09, -1.91], [2.40, -1.76, -2.14], [-3.09, -0.25, -2.73], [-4.88, -1.53, -3.71], [-4.51, -3.85, -4.49], [-2.25, -4.85, -4.27], [-0.44, -3.58, -3.29], [2.30, -0.18, -3.75], [2.99, 1.64, -5.23], [1.50, 3.56, -5.64], [-0.64, 4.69, -5.24], [-2.84, 4.77, -4.15], [-3.50, 2.98, -2.56], [-1.97, 1.13, -2.09]], "lowdin_charge": [0.97, -0.17, -0.15, -0.19, -0.04, -0.22, -0.01, -0.09, -0.11, -0.07, 0.00, -0.21, -0.08, -0.19, -0.14, -0.19, -0.04, -0.21, -0.01, -0.08, -0.11, -0.08, -0.03, -0.25, -0.08, -0.21, -0.16, 0.11, 0.10, 0.11, 0.08, 0.09, 0.10, 0.10, 0.11, 0.10, 0.11, 0.11, 0.10, 0.10, 0.12, 0.12, 0.11, 0.12, 0.10, 0.11, 0.10, 0.11, 0.10, 0.10, 0.10, 0.12, 0.06, -0.24, -0.31, -0.02, -0.07, -0.09, -0.04, -0.08, -0.30, 0.14, -0.14, -0.09, 0.10, 0.11, 0.11, 0.10, 0.11, 0.09, 0.10, 0.15, -0.26, 0.94, -0.31, -0.13, -0.09, -0.10, -0.09, -0.13, -0.23, -0.12, -0.08, -0.05, -0.17, -0.04, -0.08, -0.09, -0.07, -0.17, 0.03, 0.01, -0.01, 0.07, 0.10, 0.10, 0.10, 0.08, 0.08, 0.10, 0.11, 0.11, 0.10, 0.10, 0.06]}

Record 4
{"formula": "C4H7NO2", "method": "ωB97M-V/def2-TZVPD", "smiles": "CNC(C=O)C=O", "total_energy_ev": -9845.3204, "e_homo_ha": -0.3450, "charge": 0, "lumo_energy_ev": 0.73, "multiplicity": 1, "elements": ["C", "N", "C", "C", "O", "C", "O", "H", "H", "H", "H", "H", "H", "H"], "xyz": [[-1.25, 1.01, 0.35], [-0.27, 0.87, -0.74], [0.58, -0.28, -0.57], [-0.29, -1.53, -0.42], [0.04, -2.48, 0.24], [1.60, -0.19, 0.56], [1.87, 0.85, 1.11], [-1.70, 0.05, 0.58], [-0.81, 1.39, 1.28], [-2.04, 1.68, -0.01], [0.30, 1.71, -0.78], [1.16, -0.45, -1.49], [-1.27, -1.47, -0.95], [2.08, -1.15, 0.84]], "nbo_charge": [-0.43, -0.61, -0.28, 0.44, -0.51, 0.43, -0.52, 0.19, 0.19, 0.21, 0.38, 0.24, 0.13, 0.14]}

Q: Look up the multiplicity of the third one.
A: 1